Entry 1:
# C43H34BrN4O6S3SeZn

A molecular structure, C43H34BrN4O6S3SeZn (ωB97M-V with the def2-TZVPD basis set, the OMol25 dataset).

Output
Gap between HOMO and LUMO: 4.46 eV
Electronic energy: -279688.5996 eV
2S+1: 1
Net charge: -1

Last column: Löwdin charge in e.
Atoms and positions in Å:
Zn: -0.071 0.441 -2.373  0.509
N: -0.865 2.041 -1.808  -0.318
S: -1.809 1.964 -0.578  0.818
N: -1.444 1.290 0.862  -0.364
S: -0.260 0.812 1.759  0.897
N: 0.829 -0.222 1.460  -0.365
S: 1.667 -0.750 0.160  0.797
N: 1.563 0.023 -1.146  -0.285
C: 1.435 -2.510 -0.037  -0.301
C: 1.133 -3.293 1.102  -0.072
C: 0.893 -4.667 0.865  -0.075
C: 1.201 -5.191 -0.340  -0.107
C: 1.575 -4.446 -1.427  -0.043
C: 1.673 -3.055 -1.300  -0.027
C: 3.373 -0.806 0.699  -0.279
C: 3.568 -1.455 1.950  -0.075
C: 4.833 -1.562 2.506  -0.077
C: 5.889 -1.008 1.794  -0.111
C: 5.719 -0.307 0.634  -0.090
C: 4.459 -0.175 0.065  -0.036
C: -1.169 -0.025 2.978  -0.309
C: -1.716 0.564 4.120  -0.057
C: -2.424 -0.223 5.053  -0.059
C: -2.590 -1.617 4.866  -0.058
C: -2.131 -2.177 3.666  -0.051
C: -1.399 -1.398 2.769  -0.059
C: 0.621 2.190 2.582  -0.269
C: 1.154 2.015 3.848  -0.071
C: 1.818 3.124 4.392  -0.083
C: 1.690 4.392 3.844  -0.069
C: 1.267 4.478 2.489  -0.046
C: 0.921 3.311 1.780  -0.037
C: -2.342 3.590 -0.113  -0.319
C: -2.383 4.611 -1.097  -0.056
C: -2.877 5.879 -0.777  -0.085
C: -3.291 6.127 0.513  -0.089
C: -3.076 5.149 1.542  -0.066
C: -2.607 3.872 1.218  -0.087
C: -3.395 1.025 -0.959  -0.288
C: -4.267 1.612 -1.784  -0.166
C: -5.524 1.081 -2.093  -0.132
C: -5.981 -0.113 -1.410  -0.114
C: -5.027 -0.831 -0.761  -0.092
C: -3.672 -0.278 -0.385  -0.388
H: 0.940 -2.849 2.109  0.100
H: 0.614 -5.352 1.648  0.101
H: 1.027 -6.246 -0.501  0.110
H: 1.847 -4.975 -2.346  0.117
H: 1.722 -2.373 -2.147  0.100
H: 2.696 -1.876 2.424  0.076
H: 5.086 -2.128 3.435  0.118
H: 6.891 -1.167 2.205  0.107
H: 6.552 0.131 0.075  0.113
H: 4.162 0.390 -0.844  0.123
H: -1.559 1.537 4.475  0.093
H: -2.824 0.224 5.945  0.096
H: -3.103 -2.199 5.621  0.100
H: -2.179 -3.244 3.513  0.109
H: -1.092 -1.849 1.801  0.112
H: 1.116 1.092 4.392  0.115
H: 2.443 3.015 5.285  0.111
H: 2.002 5.235 4.410  0.092
H: 1.348 5.439 1.930  0.123
H: 0.706 3.338 0.708  0.120
H: -2.185 4.331 -2.127  0.107
H: -2.925 6.638 -1.560  0.108
H: -3.748 7.052 0.836  0.092
H: -3.259 5.501 2.578  0.105
H: -2.627 3.078 1.943  0.094
H: -3.989 2.566 -2.261  0.106
H: -6.020 1.592 -2.919  0.074
H: -7.029 -0.308 -1.386  0.081
H: -5.110 -1.879 -0.408  0.111
H: -3.569 -0.239 0.684  0.110
O: -1.502 -3.294 -2.067  -0.493
Se: -2.357 -1.848 -2.303  1.046
O: -1.256 -0.921 -3.195  -0.510
O: -2.542 -1.221 -0.608  -0.325
O: -3.845 -1.779 -3.067  -0.429
Br: 3.874 -5.443 -5.723  0.722
C: 3.175 -3.780 -5.287  -0.747
C: 1.793 -3.531 -5.219  -0.118
C: 1.314 -2.249 -4.921  -0.018
C: 2.239 -1.251 -4.681  -0.134
C: 3.623 -1.503 -4.766  -0.022
C: 4.106 -2.798 -4.934  -0.137
C: 1.905 0.246 -4.726  -0.563
O: 2.655 0.925 -5.510  -0.042
O: 1.063 0.809 -3.953  -0.097
H: 1.168 -4.413 -5.276  0.096
H: 0.243 -2.171 -4.669  0.115
H: 4.280 -0.676 -4.811  0.101
H: 5.167 -3.057 -4.924  0.089

Entry 2:
# C43H34BrN6O3PtS

A molecular structure, C43H34BrN6O3PtS (ωB97M-V with the def2-TZVPD basis set, the OMol25 dataset).

Output
Gap between HOMO and LUMO: 5.08 eV
Electronic energy: -144352.0514 eV
2S+1: 1
Net charge: -1

Last column: Löwdin charge in e.
Atoms and positions in Å:
Pt: -0.591 -0.005 -1.099  1.185
Br: 4.421 -5.956 4.346  0.714
C: 3.116 -6.266 3.007  -0.696
C: 3.284 -7.313 2.113  -0.132
C: 2.318 -7.539 1.151  -0.037
C: 1.192 -6.717 1.046  -0.309
C: 1.049 -5.663 1.954  -0.024
C: 2.003 -5.447 2.936  -0.132
N: 0.270 -7.106 0.054  0.037
N: -0.819 -6.495 -0.157  0.055
C: -0.971 -5.125 -0.265  -0.256
C: -2.317 -4.736 -0.226  -0.016
C: -2.753 -3.425 -0.262  -0.003
C: -1.821 -2.398 -0.425  -0.346
O: -2.126 -1.147 -0.441  -0.167
C: -0.434 -2.778 -0.575  -0.127
N: 0.405 -1.728 -0.797  -0.056
C: 1.702 -1.917 -0.804  -0.128
C: 2.236 -3.212 -0.743  -0.013
C: 1.408 -4.292 -0.620  0.003
C: 0.016 -4.103 -0.468  -0.093
H: 4.157 -7.949 2.177  0.096
H: 2.410 -8.365 0.457  0.108
H: 0.186 -5.013 1.912  0.116
H: 1.884 -4.630 3.634  0.093
H: -3.032 -5.543 -0.117  0.111
H: -3.801 -3.170 -0.181  0.114
H: 2.320 -1.032 -0.838  0.096
H: 3.309 -3.336 -0.788  0.117
H: 1.824 -5.287 -0.632  0.106
S: 0.880 1.333 1.418  0.879
C: 0.295 1.307 3.097  -0.486
C: -0.141 0.115 3.676  -0.100
C: -0.593 0.094 4.985  -0.101
C: -0.625 1.265 5.737  -0.119
C: -0.202 2.454 5.164  -0.111
C: 0.263 2.475 3.853  -0.116
H: -0.112 -0.788 3.079  0.092
H: -0.932 -0.839 5.421  0.094
H: -0.976 1.246 6.762  0.089
H: -0.213 3.370 5.744  0.092
H: 0.611 3.400 3.408  0.093
O: -2.803 3.167 -2.500  0.060
C: -2.182 2.121 -2.426  -0.610
O: -1.819 1.580 -1.302  -0.203
C: -1.746 1.434 -3.702  -0.161
C: -1.997 0.087 -3.948  -0.054
C: -1.512 -0.514 -5.100  -0.088
C: -0.757 0.220 -6.008  -0.110
C: -0.524 1.569 -5.776  -0.097
C: -1.030 2.176 -4.633  -0.037
H: -2.591 -0.481 -3.242  0.109
H: -1.712 -1.563 -5.284  0.100
H: -0.363 -0.257 -6.898  0.093
H: 0.048 2.153 -6.488  0.096
H: -0.869 3.231 -4.445  0.122
N: 2.358 1.488 -3.594  0.150
C: 1.609 0.546 -2.986  -0.144
N: 0.867 1.045 -2.036  -0.043
C: 1.099 2.423 -2.035  -0.235
C: 0.542 3.440 -1.261  -0.021
C: 0.984 4.722 -1.510  -0.059
C: 1.947 4.998 -2.496  -0.085
C: 2.495 3.998 -3.270  -0.022
C: 2.047 2.706 -3.015  -0.206
H: 2.972 1.328 -4.371  0.161
H: 1.632 -0.496 -3.261  0.138
H: -0.219 3.218 -0.529  0.094
H: 0.574 5.540 -0.932  0.107
H: 2.257 6.022 -2.656  0.099
H: 3.229 4.208 -4.037  0.106
C: 2.856 -2.227 2.729  -0.073
C: 3.723 -1.045 2.366  -0.218
C: 5.062 -1.074 2.733  -0.088
C: 5.923 -0.033 2.424  -0.130
C: 5.415 1.037 1.701  -0.094
C: 4.084 1.103 1.306  -0.229
C: 3.672 2.258 0.432  -0.090
C: 3.174 0.068 1.665  -0.318
N: 1.844 -0.037 1.283  -0.372
H: 2.897 -2.427 3.804  0.076
H: 3.194 -3.132 2.215  0.060
H: 1.824 -2.034 2.443  0.048
H: 5.429 -1.935 3.286  0.101
H: 6.964 -0.061 2.722  0.082
H: 6.077 1.849 1.412  0.093
H: 4.553 2.824 0.121  0.068
H: 2.973 2.937 0.919  0.043
H: 3.158 1.895 -0.464  0.055